{"formula": "C5H8N2", "method": "wB97M-V/def2-TZVPD", "symbols": ["C", "N", "C", "N", "C", "C", "C", "H", "H", "H", "H", "H", "H", "H", "H"], "xyz": [[-2.46, -0.01, -0.25], [-1.04, 0.11, 0.06], [-0.53, -0.47, 1.17], [0.77, -0.46, 1.21], [1.17, 0.13, 0.04], [2.65, 0.09, -0.21], [0.06, 0.52, -0.69], [-2.64, -0.55, -1.18], [-2.90, -0.60, 0.56], [-2.98, 0.95, -0.27], [-1.19, -0.90, 1.92], [3.19, 0.48, 0.66], [2.94, -0.96, -0.30], [3.01, 0.62, -1.10], [-0.04, 1.05, -1.63]], "homo_ev": -8.49, "smiles": "Cc1cn(C)cn1", "fmax_ev_per_a": 0.3, "e_lumo_ev": 0.89, "e_tot_ev": -8294.7600, "charge": 0, "e_above_lowest_kcal_mol": 5.4, "orbital_gap_ev": 9.383}



{"formula": "C4H7N3S", "method": "wB97M-V/def2-TZVPD", "symbols": ["C", "C", "C", "C", "H", "H", "H", "H", "H", "H", "H", "N", "N", "N", "S"], "xyz": [[0.70, -0.64, -1.67], [0.08, 0.01, -0.68], [-2.10, -0.11, 0.53], [1.97, 0.37, 0.83], [0.14, -1.24, -2.39], [1.77, -0.56, -1.80], [-1.79, 0.13, -1.48], [-3.17, 0.01, 0.34], [-0.74, -0.56, 1.78], [0.31, 1.54, 0.73], [2.35, -0.58, 0.46], [-1.32, 0.15, -0.61], [-1.76, -0.46, 1.70], [0.75, 0.70, 0.35], [2.82, 1.25, 1.93]], "homo_ev": -8.72, "smiles": "[H]/N=C\\NC(=C)NC=S", "fmax_ev_per_a": 0.7, "e_lumo_ev": 0.10, "e_tot_ev": -19566.1669, "charge": 0, "e_above_lowest_kcal_mol": 37.2, "orbital_gap_ev": 8.824}



{"formula": "C5H5N", "method": "wB97M-V/def2-TZVPD", "symbols": ["C", "C", "C", "N", "C", "C", "H", "H", "H", "H", "H"], "xyz": [[-0.08, 1.00, 0.29], [1.04, 0.02, 0.78], [0.15, 0.46, -1.05], [-0.79, -0.60, -1.11], [-1.11, -0.20, 0.32], [0.06, -1.07, 0.45], [-0.17, 2.06, 0.57], [2.05, 0.06, 0.35], [0.85, 0.72, -1.84], [-2.11, -0.30, 0.75], [0.10, -2.16, 0.50]], "homo_ev": [-6.96, -6.96], "fmax_ev_per_a": 1.4, "e_lumo_ev": [-0.19, -0.19], "e_tot_ev": -6748.6353, "charge": 0, "e_above_lowest_kcal_mol": 167.7, "orbital_gap_ev": [6.770, 6.768]}



{"formula": "C25H21Br3N4O8", "method": "wB97M-V/def2-TZVPD", "symbols": ["C", "Br", "Br", "Br", "H", "C", "C", "C", "C", "C", "C", "N", "O", "O", "H", "H", "H", "H", "H", "C", "C", "C", "C", "C", "C", "N", "O", "O", "H", "H", "H", "H", "H", "C", "C", "C", "C", "C", "C", "N", "O", "O", "H", "H", "H", "H", "H", "C", "C", "C", "C", "C", "C", "N", "O", "O", "H", "H", "H", "H", "H"], "xyz": [[-12.24, -1.04, -7.20], [-10.75, -1.68, -8.31], [-11.63, -0.30, -5.44], [-13.62, -2.49, -7.09], [-12.68, -0.14, -7.65], [-18.49, 0.59, -4.76], [-17.86, -0.23, -5.70], [-16.70, -0.90, -5.28], [-16.13, -0.73, -3.97], [-16.70, 0.21, -3.21], [-17.95, 0.72, -3.42], [-14.95, -1.45, -3.60], [-14.52, -2.32, -4.30], [-14.47, -1.13, -2.50], [-19.36, 1.18, -5.02], [-17.99, -0.23, -6.78], [-16.21, -1.39, -6.11], [-16.28, 0.48, -2.26], [-18.56, 1.25, -2.70], [-13.05, -0.47, -11.28], [-13.49, -1.58, -10.51], [-14.83, -1.60, -10.19], [-15.74, -0.59, -10.46], [-15.25, 0.57, -11.00], [-13.95, 0.62, -11.47], [-17.15, -0.57, -10.01], [-17.56, -1.50, -9.33], [-17.86, 0.37, -10.18], [-11.99, -0.52, -11.46], [-12.79, -2.30, -10.11], [-15.13, -2.44, -9.58], [-15.83, 1.46, -11.15], [-13.59, 1.51, -11.98], [-16.68, 5.77, -6.64], [-17.11, 4.88, -7.67], [-16.43, 3.73, -7.86], [-15.31, 3.47, -7.08], [-14.90, 4.32, -6.13], [-15.60, 5.47, -5.86], [-14.56, 2.20, -7.29], [-13.33, 2.30, -7.34], [-15.27, 1.17, -7.47], [-17.37, 6.58, -6.43], [-18.01, 5.04, -8.24], [-16.62, 2.90, -8.53], [-14.10, 4.11, -5.44], [-15.39, 5.97, -4.93], [-9.49, 2.45, -5.94], [-9.84, 3.26, -4.89], [-8.89, 4.12, -4.42], [-7.61, 4.12, -4.87], [-7.19, 3.16, -5.81], [-8.14, 2.31, -6.33], [-6.67, 5.06, -4.32], [-5.70, 5.40, -5.00], [-6.81, 5.74, -3.24], [-10.17, 1.75, -6.41], [-10.90, 3.38, -4.67], [-9.31, 5.02, -4.01], [-6.16, 3.14, -6.13], [-7.78, 1.54, -7.00]], "homo_ev": -9.76, "fmax_ev_per_a": 5.7, "e_lumo_ev": -1.04, "e_tot_ev": -258719.3085, "charge": 0, "e_above_lowest_kcal_mol": 61.5, "orbital_gap_ev": 8.720}



{"formula": "C2H4N3", "method": "wB97M-V/def2-TZVPD", "symbols": ["C", "C", "N", "N", "N", "H", "H", "H", "H"], "xyz": [[-2.15, 0.17, 0.23], [1.86, -0.44, -0.44], [1.47, 0.29, 0.65], [0.92, 0.79, -0.33], [-3.26, 0.04, -0.01], [2.76, -0.21, -1.16], [1.29, -1.29, -0.57], [1.43, 0.47, 1.60], [-4.33, 0.18, 0.03]], "homo_ev": -15.36, "fmax_ev_per_a": 4.9, "e_lumo_ev": -6.91, "e_tot_ev": -6596.2153, "charge": 1, "e_above_lowest_kcal_mol": 121.1, "orbital_gap_ev": 8.448}



{"formula": "C23H38O8S", "method": "wB97M-V/def2-TZVPD", "symbols": ["C", "C", "C", "C", "C", "C", "C", "C", "C", "C", "C", "C", "C", "C", "C", "C", "C", "O", "S", "O", "O", "O", "H", "H", "H", "H", "H", "H", "H", "H", "H", "H", "H", "H", "H", "H", "H", "H", "H", "H", "H", "H", "H", "H", "H", "H", "H", "H", "H", "H", "H", "H", "H", "H", "H", "H", "C", "C", "C", "O", "C", "C", "C", "O", "O", "O", "H", "H", "H", "H"], "xyz": [[1.97, 6.29, 1.49], [0.79, 6.63, 0.52], [-0.41, 5.61, 0.56], [-0.08, 4.22, 1.19], [-1.36, 3.30, 0.98], [-1.00, 1.86, 0.45], [-0.65, 0.85, 1.61], [0.86, 0.34, 1.56], [0.84, -1.21, 1.82], [2.11, -1.76, 2.55], [3.43, -1.67, 1.72], [3.32, -2.28, 0.28], [3.27, -3.85, 0.32], [2.96, -4.50, -1.06], [3.79, -3.92, -2.25], [3.19, -4.33, -3.64], [3.60, -3.47, -4.88], [2.78, -4.03, -5.95], [1.31, -4.48, -5.33], [0.22, -3.50, -5.46], [0.93, -5.88, -5.60], [1.77, -4.42, -3.73], [1.60, 6.20, 2.53], [2.66, 7.17, 1.47], [2.51, 5.40, 1.12], [0.41, 7.64, 0.80], [1.19, 6.67, -0.51], [-0.75, 5.44, -0.48], [-1.23, 6.06, 1.15], [0.85, 3.75, 0.81], [0.01, 4.35, 2.30], [-1.87, 3.17, 1.96], [-2.08, 3.84, 0.33], [-1.93, 1.45, -0.01], [-0.24, 1.86, -0.36], [-1.36, 0.00, 1.58], [-0.76, 1.37, 2.59], [1.44, 0.90, 2.32], [1.21, 0.59, 0.53], [0.60, -1.76, 0.88], [-0.02, -1.39, 2.51], [1.90, -2.83, 2.80], [2.26, -1.22, 3.52], [4.18, -2.30, 2.26], [3.85, -0.64, 1.71], [2.51, -1.84, -0.33], [4.28, -2.03, -0.23], [4.17, -4.28, 0.81], [2.42, -4.14, 0.99], [1.88, -4.37, -1.27], [3.14, -5.60, -1.05], [4.83, -4.32, -2.26], [3.88, -2.82, -2.26], [3.62, -5.34, -3.86], [4.63, -3.60, -5.25], [3.25, -2.42, -4.79], [-6.89, 0.68, -0.47], [-5.79, 1.37, -0.18], [-5.01, 1.11, 1.07], [-4.00, 1.76, 1.29], [-5.50, 0.08, 1.98], [-6.60, -0.61, 1.69], [-7.37, -0.37, 0.43], [-8.35, -1.04, 0.19], [-7.08, -1.57, 2.51], [-5.32, 2.34, -0.99], [-7.46, 0.85, -1.38], [-4.94, -0.09, 2.89], [-7.88, -1.91, 2.07], [-4.52, 2.68, -0.55]], "homo_ev": -9.81, "smiles": "CCCCCCCCCCCCCCC[C@@H]1COS(=O)(=O)O1.O=C1C=C(O)C(=O)C=C1O", "fmax_ev_per_a": 3.5, "e_lumo_ev": -1.55, "e_tot_ev": -51679.9542, "charge": 0, "orbital_gap_ev": 8.257}